{
  "formula": "C59H69BaN7SSbTe",
  "method": "ωB97M-V/def2-TZVPD",
  "species": ["Ba", "C", "C", "C", "C", "C", "C", "C", "N", "C", "C", "C", "C", "C", "C", "C", "N", "C", "C", "C", "C", "H", "H", "H", "H", "H", "H", "H", "H", "H", "H", "H", "H", "H", "H", "H", "H", "H", "H", "H", "H", "H", "H", "H", "H", "C", "C", "C", "C", "C", "C", "N", "N", "C", "C", "C", "C", "C", "C", "H", "H", "H", "H", "H", "H", "H", "H", "H", "C", "C", "C", "C", "N", "C", "C", "C", "C", "C", "C", "N", "H", "H", "H", "H", "H", "H", "H", "H", "C", "C", "Sb", "C", "C", "C", "C", "H", "H", "H", "H", "H", "H", "H", "H", "H", "H", "H", "H", "H", "H", "H", "C", "Te", "C", "C", "C", "C", "C", "C", "C", "H", "H", "H", "H", "H", "H", "H", "H", "S", "C", "N", "C", "C", "C", "C", "H", "H", "H", "H", "H"],
  "coordinates": [[0.12901, -0.21592, -0.52273], [-4.35707, 2.67442, 4.98725], [-3.83806, 3.61391, 3.88869], [-5.03394, 4.24838, 3.17960], [-2.99467, 4.73068, 4.51920], [-2.97132, 2.80624, 2.93289], [-3.29876, 2.59718, 1.59914], [-2.44853, 1.84253, 0.81025], [-1.32245, 1.29404, 1.24736], [-1.00801, 1.44180, 2.54042], [-1.79947, 2.20503, 3.38947], [0.19753, 0.70379, 3.03671], [0.51875, 0.66969, 4.38743], [1.61149, -0.06354, 4.84758], [2.35413, -0.73778, 3.88851], [1.96656, -0.66520, 2.56089], [0.92121, 0.03151, 2.13140], [1.92537, -0.11377, 6.33622], [0.71562, -0.70293, 7.07569], [3.14806, -0.98152, 6.63237], [2.19628, 1.31079, 6.83997], [-4.98824, 3.23132, 5.68148], [-3.53989, 2.23348, 5.55963], [-4.94955, 1.86311, 4.56179], [-5.60847, 4.83683, 3.89522], [-5.70410, 3.49508, 2.76196], [-4.71951, 4.91811, 2.37693], [-3.61691, 5.32808, 5.18697], [-2.58352, 5.39199, 3.75473], [-2.16619, 4.33411, 5.10727], [-4.19787, 3.00543, 1.16227], [-2.69222, 1.66829, -0.23449], [-1.51824, 2.33001, 4.42335], [-0.09289, 1.19893, 5.10113], [3.21235, -1.33795, 4.15181], [2.53263, -1.20261, 1.80566], [0.49282, -1.71013, 6.71941], [-0.17832, -0.09162, 6.94535], [0.92770, -0.75765, 8.14448], [2.99938, -2.01347, 6.30856], [3.32949, -0.99569, 7.70735], [4.04723, -0.59194, 6.15154], [1.33122, 1.96093, 6.70206], [3.04333, 1.75709, 6.31658], [2.42759, 1.28788, 7.90581], [-0.58530, -2.79266, -6.34804], [-1.41015, -3.68036, -5.66630], [-1.60986, -3.55012, -4.30309], [-0.96901, -2.52462, -3.61023], [-0.12579, -1.64856, -4.28333], [0.05859, -1.78002, -5.65414], [-1.20214, -2.26336, -2.22283], [-1.84740, -3.16734, -1.66172], [-2.18884, -3.00797, -0.29271], [-3.03374, -4.03762, 0.14704], [-3.51270, -4.01494, 1.44376], [-3.13839, -2.95872, 2.26905], [-2.27457, -1.97381, 1.80186], [-1.73089, -1.94833, 0.50935], [-0.45310, -2.88973, -7.41802], [-1.91308, -4.47181, -6.20672], [-2.26770, -4.21902, -3.76805], [0.38237, -0.85271, -3.75033], [0.68856, -1.07699, -6.18450], [-3.30029, -4.83244, -0.53851], [-4.17263, -4.79389, 1.80233], [-3.51811, -2.90904, 3.28416], [-2.00130, -1.19009, 2.51025], [5.17491, -1.20278, -0.44124], [5.81300, 0.01859, -0.31407], [5.05895, 1.17554, -0.40585], [3.68557, 1.08143, -0.61746], [3.06293, -0.10025, -0.68925], [3.80063, -1.20597, -0.61876], [2.86226, 2.31006, -0.79965], [3.44024, 3.49308, -1.25310], [2.64382, 4.61066, -1.42694], [1.29159, 4.51775, -1.14638], [0.79728, 3.29889, -0.71438], [1.55623, 2.22069, -0.54098], [5.71781, -2.13625, -0.39019], [6.88050, 0.07354, -0.14714], [5.53242, 2.14012, -0.30039], [3.25537, -2.14076, -0.69898], [4.48930, 3.53126, -1.50423], [3.07267, 5.53621, -1.78690], [0.62665, 5.36152, -1.26823], [-0.25670, 3.18471, -0.48250], [-2.58357, 4.24490, -2.46387], [-3.27929, 2.99576, -2.99175], [-1.91047, 1.35318, -3.27254], [-0.93973, 2.04939, -5.06057], [-1.80071, 2.82749, -6.04406], [-3.29189, -0.05320, -4.15143], [-4.63034, 0.51171, -4.60788], [-3.27202, 5.08866, -2.38708], [-1.76112, 4.55224, -3.11524], [-2.16368, 4.07611, -1.46864], [-3.77465, 3.19605, -3.94268], [-4.05913, 2.66421, -2.30187], [-0.54198, 1.14309, -5.52374], [-0.07315, 2.62635, -4.73145], [-2.65516, 2.23912, -6.38267], [-1.23074, 3.11052, -6.93278], [-2.18826, 3.74834, -5.60483], [-3.43862, -0.84066, -3.41082], [-2.75553, -0.51239, -4.98539], [-5.19066, 0.94654, -3.77863], [-5.25172, -0.27501, -5.04042], [-4.51316, 1.28827, -5.36493], [2.92489, -5.00718, 0.63576], [1.16393, -4.22388, -0.31296], [0.46345, -3.92442, 1.68805], [1.37842, -4.70852, 2.58448], [1.05302, -4.90448, 3.92515], [1.90126, -5.61013, 4.76108], [3.08918, -6.12946, 4.26161], [3.41760, -5.93807, 2.93030], [2.56837, -5.22764, 2.08504], [3.75283, -4.30242, 0.54103], [3.21135, -5.93775, 0.15005], [-0.57209, -4.25193, 1.74960], [0.48718, -2.86451, 1.93125], [0.11883, -4.50691, 4.30570], [1.63318, -5.76702, 5.79791], [3.75197, -6.69075, 4.90697], [4.33932, -6.35023, 2.53643], [2.58603, 0.94728, -3.85375], [2.70252, 0.64187, -5.49630], [3.31690, -0.50802, -5.91574], [3.43864, -0.90337, -7.20599], [2.94800, -0.12696, -8.20602], [2.32728, 1.09064, -7.84926], [2.21020, 1.46670, -6.54295], [3.66291, -1.10144, -5.17369], [3.93621, -1.84919, -7.36178], [3.04273, -0.43780, -9.23448], [1.93740, 1.73683, -8.62531], [1.73454, 2.39526, -6.26669]],
  "forces_ev_per_a": [[0.290, -0.390, -0.839], [0.001, 0.022, 0.027], [-0.015, 0.012, 0.026], [-0.010, -0.013, -0.020], [0.004, -0.006, 0.019], [0.023, -0.020, -0.040], [0.011, -0.007, 0.014], [-0.031, 0.089, -0.022], [-0.005, 0.038, 0.197], [-0.074, 0.077, 0.091], [0.000, -0.043, -0.055], [0.011, 0.004, 0.174], [0.023, -0.019, -0.081], [-0.031, 0.004, -0.074], [-0.009, -0.095, -0.007], [0.074, 0.070, 0.059], [-0.060, 0.055, 0.104], [0.015, 0.002, 0.022], [-0.006, 0.006, 0.018], [0.001, -0.013, -0.004], [-0.017, -0.002, 0.009], [-0.003, 0.000, 0.002], [0.006, -0.005, 0.001], [-0.003, -0.002, -0.009], [0.001, -0.003, 0.008], [0.002, -0.002, -0.004], [0.005, 0.006, 0.001], [0.001, -0.001, 0.005], [-0.004, 0.004, -0.008], [0.006, 0.003, -0.007], [-0.001, 0.001, 0.000], [0.010, -0.003, -0.004], [0.005, 0.002, 0.008], [-0.007, -0.001, 0.013], [0.000, -0.010, -0.005], [-0.017, 0.005, -0.004], [0.005, -0.006, -0.004], [-0.002, 0.000, -0.004], [0.001, -0.001, 0.003], [-0.002, -0.002, -0.001], [-0.004, 0.007, 0.005], [0.001, 0.002, -0.006], [-0.001, 0.002, -0.004], [0.007, -0.001, -0.004], [0.002, -0.001, 0.006], [0.027, 0.018, -0.040], [-0.027, -0.024, 0.036], [0.040, 0.032, -0.107], [-0.046, 0.069, -0.124], [-0.050, -0.054, -0.044], [-0.004, -0.017, 0.015], [0.123, -0.141, 0.261], [-0.108, 0.042, -0.090], [-0.044, -0.073, 0.045], [0.040, 0.062, 0.076], [0.008, -0.007, -0.049], [-0.013, 0.002, 0.019], [0.066, 0.042, 0.084], [-0.349, -0.125, 0.020], [0.007, 0.005, -0.002], [-0.002, 0.000, 0.000], [0.006, 0.010, 0.003], [0.010, 0.011, 0.024], [0.007, -0.005, 0.003], [-0.013, -0.001, -0.013], [0.003, -0.001, 0.006], [-0.004, -0.014, 0.002], [-0.010, -0.003, -0.002], [-0.032, -0.007, 0.005], [-0.028, 0.010, -0.005], [-0.039, -0.030, -0.012], [0.155, -0.030, 0.011], [0.011, 0.120, 0.030], [0.044, -0.047, 0.034], [0.059, 0.140, 0.015], [-0.034, -0.036, -0.008], [0.001, -0.036, 0.014], [-0.082, 0.014, -0.030], [0.042, 0.109, 0.041], [0.075, 0.104, 0.009], [0.011, 0.001, -0.004], [0.005, 0.001, 0.001], [0.003, 0.013, 0.004], [0.003, 0.005, -0.004], [0.013, -0.003, -0.006], [0.002, 0.004, 0.001], [0.003, 0.005, -0.003], [0.012, -0.003, 0.000], [0.056, 0.026, 0.016], [-0.042, -0.001, -0.038], [-0.088, -0.017, 0.086], [0.039, -0.001, -0.002], [-0.063, 0.019, -0.004], [0.041, -0.034, -0.062], [-0.050, 0.042, 0.009], [-0.008, -0.004, -0.004], [-0.001, 0.006, 0.000], [0.000, 0.003, 0.000], [0.019, -0.015, 0.003], [0.025, -0.015, 0.008], [0.011, -0.020, 0.017], [-0.019, 0.014, 0.005], [0.005, 0.003, -0.005], [0.013, -0.006, 0.003], [-0.002, -0.004, -0.003], [0.004, 0.004, 0.009], [0.013, 0.000, 0.007], [0.000, -0.002, -0.010], [0.006, -0.005, 0.000], [0.000, -0.004, 0.002], [0.052, 0.060, -0.056], [-0.088, 0.062, 0.156], [0.010, -0.042, 0.024], [0.008, -0.030, 0.030], [-0.017, 0.019, 0.037], [-0.019, 0.017, 0.014], [0.029, -0.001, -0.018], [0.036, -0.001, 0.014], [-0.011, 0.010, -0.011], [0.008, -0.016, -0.017], [0.000, 0.004, -0.019], [0.003, -0.027, -0.006], [-0.045, 0.009, -0.032], [0.001, -0.003, 0.001], [-0.003, -0.001, 0.000], [0.001, -0.003, -0.002], [0.002, -0.004, 0.002], [-0.050, 0.113, 0.114], [0.067, -0.143, 0.030], [-0.071, 0.081, -0.037], [-0.007, 0.017, -0.025], [0.042, -0.078, 0.023], [-0.017, 0.039, 0.019], [0.003, 0.008, -0.091], [0.000, 0.000, 0.016], [-0.001, 0.004, -0.037], [0.002, 0.001, -0.003], [0.000, -0.007, -0.009], [0.013, -0.006, 0.019]],
  "largest_force_ha_per_bohr": 0.01886,
  "e_homo_ha": -0.3370,
  "lumo_ha": -0.0792,
  "total_charge": 1,
  "gap_ev": 7.016,
  "e_tot_ev": -98090.242,
  "e_above_lowest_kj_mol": 44.18
}